1.
38
Properties=species:S:1:pos:R:3 method="wB97M-V/def2-TZVPD" multiplicity=4 homo_lumo_gap_ha="0.27155 / 0.15490" charge=+2 homo_energy_ev="-14.268 / -14.271"
Pr -0.20 -0.01 0.28
P 1.68 -0.62 2.37
P -3.03 -0.50 0.41
N 1.86 0.15 -0.91
N -0.66 0.41 -1.95
H 2.57 0.97 -2.84
H 0.28 1.38 -3.66
H 1.63 2.06 -1.80
C 1.73 0.99 -2.12
H 0.64 -0.34 -3.53
C 0.45 0.58 -2.92
H 3.86 0.65 -0.42
H -2.39 0.42 -3.19
C 2.90 0.24 -0.05
C -1.97 0.26 -2.18
C 3.01 -0.24 1.29
C -3.06 -0.06 -1.28
H 4.03 -0.10 1.69
H -4.03 -0.02 -1.80
H -3.05 -1.82 1.01
H -3.24 0.47 1.45
H 1.42 -2.02 2.62
H 1.25 0.16 3.53
H -0.64 -2.14 -2.38
C -0.13 -2.87 -1.72
C -1.15 -3.71 -1.00
C 0.94 -3.61 -2.50
O 0.54 -2.11 -0.63
H -1.66 -4.37 -1.72
H -0.68 -4.36 -0.25
H -1.92 -3.11 -0.51
H 1.64 -2.91 -2.98
H 1.49 -4.32 -1.84
H 0.47 -4.20 -3.30
H 1.35 -1.59 -0.96
O -0.18 2.46 0.86
H 0.61 3.03 0.82
H -0.62 2.74 1.69

2.
10
Properties=species:S:1:pos:R:3 method="wB97M-V/def2-TZVPD" smiles="C/N=C/OO" multiplicity=1 homo_lumo_gap_ha=0.39692 homo_energy_ev=-9.804
C -0.58 -1.10 -0.58
N -0.61 0.34 -0.62
C -0.01 0.93 0.29
O 0.08 2.54 0.37
O 0.37 2.89 1.77
H 0.08 -1.44 -1.43
H -1.68 -1.40 -0.91
H -0.20 -1.35 0.47
H 0.46 0.42 1.07
H 0.49 3.82 1.63